{
  "formula": "C6H11O",
  "method": "wB97M-V/def2-TZVPD",
  "relative_energy_kj_mol": 35.11,
  "total_charge": -1,
  "smiles": "C/C=C/CCC[O-]",
  "homo_energy_ev": -2.1,
  "homo_lumo_gap_ha": 0.2100,
  "species": ["C", "C", "C", "C", "C", "C", "O", "H", "H", "H", "H", "H", "H", "H", "H", "H", "H", "H"],
  "xyz": [[-2.218, -2.035, 1.483], [-1.584, -1.624, 0.172], [-0.470, -0.920, 0.095], [0.143, -0.422, -1.181], [0.762, 1.013, -1.024], [1.355, 1.499, 0.305], [2.167, 2.559, 0.116], [-1.441, -2.112, 2.244], [-2.953, -1.315, 1.830], [-2.667, -3.018, 1.371], [-2.227, -1.746, -0.697], [0.075, -0.632, 0.986], [0.954, -1.063, -1.540], [-0.608, -0.386, -1.968], [1.516, 1.110, -1.809], [0.023, 1.753, -1.348], [1.841, 0.603, 0.798], [0.525, 1.766, 1.006]],
  "atomic_forces_ev_per_a": [[0.8, -0.2, -0.3], [-1.0, 0.5, 0.7], [0.5, 0.0, -0.7], [0.4, 1.1, 0.5], [-0.8, -0.2, -1.0], [0.7, 0.4, 0.1], [0.1, -0.2, 0.1], [-0.1, 0.0, 0.1], [-0.3, 0.0, 0.0], [-0.3, -0.1, 0.2], [0.3, -0.2, -0.2], [0.0, -0.3, 0.2], [-0.1, -0.3, 0.3], [-0.1, -0.2, -0.2], [0.4, 0.0, 0.3], [-0.2, 0.0, 0.2], [0.1, 0.0, 0.0], [-0.4, -0.4, 0.0]],
  "mulliken_charge": [-1.143, -0.180, -0.009, -0.552, -0.529, -0.387, -0.885, 0.301, 0.253, 0.335, 0.312, 0.234, 0.253, 0.218, 0.282, 0.260, 0.092, 0.145]
}


{
  "formula": "C6H11O",
  "method": "wB97M-V/def2-TZVPD",
  "relative_energy_kj_mol": 137.61,
  "total_charge": 1,
  "homo_energy_ev": -16.1,
  "homo_lumo_gap_ha": 0.4917,
  "species": ["C", "C", "C", "C", "C", "C", "O", "H", "H", "H", "H", "H", "H", "H", "H", "H", "H", "H"],
  "xyz": [[2.114, -0.185, -0.022], [1.169, 1.112, -0.081], [1.005, -1.276, -0.088], [-0.234, 0.711, 0.333], [-1.206, -0.021, -0.519], [-2.627, -0.058, 0.037], [-0.240, -0.699, 0.388], [2.783, -0.271, -0.892], [2.659, -0.186, 0.931], [1.475, 1.829, 0.776], [1.227, 1.715, -0.940], [0.684, -1.648, -1.039], [1.291, -2.008, 0.605], [-0.530, 1.191, 1.348], [-0.869, -0.170, -1.588], [-2.454, -0.740, 1.000], [-3.433, -0.349, -0.618], [-2.816, 1.052, 0.370]],
  "atomic_forces_ev_per_a": [[-2.4, 0.9, -0.9], [1.3, 1.0, 3.1], [1.4, 0.7, -0.5], [0.5, 2.2, 1.3], [0.2, 1.2, -1.1], [1.5, 1.0, 2.4], [-0.5, -2.2, 1.9], [-0.2, 0.2, 0.5], [-0.2, -0.3, -0.5], [-0.1, -1.1, -1.5], [0.0, 0.3, -1.4], [0.8, -0.4, -0.7], [-0.3, -1.5, 0.7], [-0.1, -1.0, -2.0], [-0.8, 0.1, 1.3], [-1.2, 1.5, -2.0], [0.1, -0.5, -0.1], [0.1, -2.2, -0.4]],
  "mulliken_charge": [-0.433, -0.854, -0.464, 0.149, 0.274, -1.181, -0.139, 0.307, 0.313, 0.308, 0.402, 0.369, 0.279, 0.294, 0.447, 0.270, 0.368, 0.290]
}


{
  "formula": "C6H11O2PS",
  "method": "wB97M-V/def2-TZVPD",
  "relative_energy_kj_mol": 0.00,
  "smiles": "C=C1[C@@H](O)CC[P@]1(=S)OC",
  "homo_energy_ev": -8.7,
  "homo_lumo_gap_ha": 0.3455,
  "species": ["C", "C", "C", "O", "C", "C", "P", "S", "O", "C", "H", "H", "H", "H", "H", "H", "H", "H", "H", "H", "H"],
  "xyz": [[-0.319, -0.086, -2.482], [0.221, -0.282, -1.310], [1.267, -1.327, -0.807], [2.397, -0.959, -1.551], [1.148, -1.100, 0.748], [1.245, 0.312, 1.178], [0.030, 1.096, 0.045], [0.267, 2.983, -0.050], [-1.459, 0.595, 0.618], [-2.334, 1.257, 1.518], [-0.705, 0.852, -2.814], [-0.115, -0.814, -3.253], [0.938, -2.358, -1.007], [2.802, -0.217, -1.102], [1.905, -1.655, 1.217], [0.184, -1.542, 1.004], [0.904, 0.358, 2.197], [2.226, 0.797, 1.090], [-3.275, 0.804, 1.397], [-2.620, 2.231, 1.223], [-1.923, 1.146, 2.464]],
  "atomic_forces_ev_per_a": [[0.8, -0.6, -1.0], [-0.1, 1.5, 2.3], [-3.1, 1.7, 0.1], [1.0, -1.0, 0.8], [1.1, -1.5, -1.6], [-0.9, 0.8, -0.7], [-1.1, -1.7, 0.7], [-0.1, 0.6, -0.7], [1.4, -0.1, -1.3], [0.3, -0.3, -1.7], [-0.7, 0.4, 0.1], [-0.2, -0.2, -0.3], [0.5, 0.4, -0.3], [0.3, 0.3, 0.0], [1.0, -1.1, 0.8], [0.0, 0.1, 0.1], [-0.1, 0.5, 0.5], [-0.2, -0.2, -0.1], [-1.1, -1.4, 0.3], [0.8, 1.6, -0.2], [0.3, 0.3, 2.0]],
  "mulliken_charge": [-0.928, 0.376, -0.183, -0.493, -0.838, -0.804, 0.513, -0.420, -0.296, -0.799, 0.289, 0.315, 0.405, 0.356, 0.463, 0.376, 0.361, 0.373, 0.290, 0.347, 0.295]
}


{
  "formula": "C6H11O3",
  "method": "wB97M-V/def2-TZVPD",
  "multiplicity": 2,
  "relative_energy_kj_mol": 297.30,
  "homo_energy_ev": [-7.0, -8.7],
  "homo_lumo_gap_ha": [0.2893, 0.3489],
  "species": ["C", "O", "C", "C", "O", "C", "C", "O", "C", "H", "H", "H", "H", "H", "H", "H", "H", "H", "H", "H"],
  "xyz": [[-2.246, -1.714, 1.992], [-1.269, -0.905, 1.366], [-1.256, 0.401, 1.694], [-0.425, 1.284, 1.071], [0.762, 0.803, 0.514], [1.123, 1.564, -0.541], [2.179, 0.981, -1.402], [1.706, 0.390, -2.603], [0.990, -0.806, -2.406], [-1.860, -2.740, 1.995], [-2.460, -1.440, 3.036], [-3.185, -1.662, 1.424], [-1.807, 0.700, 2.590], [0.065, 2.204, -0.561], [-0.354, 2.295, 1.476], [2.859, 1.788, -1.712], [2.780, 0.244, -0.837], [0.736, -1.204, -3.396], [1.601, -1.547, -1.861], [0.060, -0.637, -1.838]],
  "atomic_forces_ev_per_a": [[-0.4, -0.4, 0.1], [0.3, 0.1, 0.3], [0.9, 0.8, -0.6], [0.3, -1.7, 2.9], [-1.0, -1.0, 0.8], [-3.2, 1.6, 0.6], [0.1, 0.8, -0.6], [0.2, 0.0, -0.3], [-0.2, -0.2, 0.2], [-0.1, 0.3, -0.1], [0.2, 0.2, -0.2], [0.2, -0.1, 0.1], [-0.5, 0.1, -0.6], [3.5, -0.5, -2.2], [-0.1, -0.1, -0.3], [-0.1, -0.3, -0.1], [-0.4, 0.3, 0.2], [0.1, 0.1, 0.2], [-0.2, 0.1, -0.1], [0.2, -0.1, -0.1]],
  "mulliken_charge": [-0.699, -0.229, -0.018, -0.380, -0.273, -0.225, -0.365, -0.359, -0.596, 0.221, 0.311, 0.293, 0.298, 0.314, 0.344, 0.274, 0.331, 0.243, 0.285, 0.229]
}


{
  "formula": "C6H11O9P",
  "method": "wB97M-V/def2-TZVPD",
  "total_charge": -2,
  "homo_energy_ev": 1.9,
  "homo_lumo_gap_ha": 0.0799,
  "species": ["O", "C", "C", "O", "C", "O", "O", "C", "P", "O", "O", "O", "H", "H", "H", "H", "H", "H", "H", "O", "C", "C", "O", "H", "H", "H", "H"],
  "xyz": [[3.043, -2.031, -0.754], [3.518, -1.192, -1.474], [3.872, 0.164, -0.900], [3.519, 1.285, -1.710], [2.246, 1.303, -2.220], [2.054, 0.934, -3.348], [1.279, 1.879, -1.490], [0.696, 1.087, -0.424], [-0.660, -0.058, -0.903], [-0.440, -1.364, -0.303], [-1.936, 0.675, -0.375], [-0.790, -0.115, -2.509], [3.725, -1.455, -2.521], [3.514, 0.260, 0.114], [4.955, 0.200, -0.831], [0.223, 1.797, 0.238], [1.417, 0.551, 0.172], [-2.685, 0.008, -0.265], [-1.610, -0.590, -2.672], [-2.392, -0.151, 4.382], [-3.020, -0.856, 3.391], [-3.466, 0.020, 2.160], [-4.089, -0.676, 1.136], [-3.959, -1.395, 3.706], [-2.416, -1.686, 2.937], [-2.539, 0.549, 1.846], [-4.059, 0.858, 2.616]],
  "atomic_forces_ev_per_a": [[0.2, 0.0, 0.0], [-0.6, -0.6, 0.6], [0.5, 0.2, -0.4], [-0.2, 0.0, 0.4], [-0.7, -0.3, -1.4], [0.3, 0.2, 0.5], [0.7, -0.1, 0.3], [-0.7, 0.5, -0.5], [-0.8, -0.3, 1.0], [0.7, -0.9, 0.0], [0.3, 0.0, -1.2], [0.5, 0.6, 0.0], [0.1, 0.5, -0.2], [-0.4, -0.1, 0.2], [0.3, 0.0, -0.1], [-0.1, 0.2, 0.2], [0.3, -0.3, -0.1], [-0.9, 0.1, 1.5], [-0.2, -0.1, -0.2], [-0.1, -0.3, 0.0], [0.0, 0.5, -0.2], [0.2, -0.4, 0.4], [0.6, 0.7, -0.9], [-0.1, 0.1, 0.1], [0.2, 0.1, 0.0], [0.0, -0.1, 0.1], [-0.3, -0.2, -0.1]],
  "mulliken_charge": [-0.424, 0.142, -0.563, -0.367, 0.652, -0.457, -0.356, -0.322, 1.016, -0.645, -0.504, -0.539, 0.389, 0.357, 0.343, 0.403, 0.118, 0.280, 0.320, -0.987, -0.381, 0.440, -1.029, 0.109, 0.077, -0.286, 0.217]
}


{
  "formula": "C6H11P",
  "method": "wB97M-V/def2-TZVPD",
  "relative_energy_kj_mol": 550.76,
  "homo_energy_ev": [-8.0, -8.0],
  "homo_lumo_gap_ha": [0.2878, 0.2878],
  "species": ["C", "C", "C", "C", "C", "C", "P", "H", "H", "H", "H", "H", "H", "H", "H", "H", "H", "H"],
  "xyz": [[-1.618, 0.230, 1.520], [-0.910, -0.760, 0.952], [2.169, 0.870, -3.077], [-0.470, -0.943, -0.450], [-0.407, -1.964, 1.808], [0.530, 1.771, -0.425], [0.513, 0.156, -1.427], [-1.927, 0.222, 2.512], [-1.901, 0.973, 0.811], [2.311, -0.056, -3.462], [1.713, 1.573, -3.668], [-0.662, -1.880, -0.934], [-1.180, -2.529, 2.214], [0.255, -2.583, 1.406], [0.101, -1.508, 2.656], [0.226, 1.763, 0.660], [-0.208, 2.442, -0.848], [1.464, 2.225, -0.248]],
  "atomic_forces_ev_per_a": [[1.2, -1.1, -3.0], [0.6, -1.8, 0.8], [0.6, 0.5, 4.7], [1.5, 3.1, -1.6], [-1.7, 4.4, 1.7], [-1.4, -1.0, 1.5], [-0.9, 0.6, 1.9], [-0.4, 0.1, 1.6], [-0.6, 0.8, 0.1], [0.3, -2.9, -1.8], [-1.8, 1.4, -1.8], [0.0, -0.6, 0.1], [-1.6, -1.0, 0.6], [2.8, -2.4, -2.4], [0.1, 0.0, 0.2], [-0.3, -1.0, -1.0], [0.2, 0.3, -0.5], [1.5, 0.5, -1.1]],
  "mulliken_charge": [-1.080, 0.688, -0.688, -0.491, -1.551, -1.242, 0.367, 0.362, 0.358, 0.258, 0.273, 0.339, 0.374, 0.516, 0.338, 0.375, 0.372, 0.430]
}


E
In order: -8446.5070; -8438.0496; -30618.6004; -12537.4836; -34113.3930; -15682.1351
Unit: eV